Here is an isolated molecule of C3H5NS at a distorted geometry from the OMol25 dataset. Energies are from ωB97M-V/def2-TZVPD.

Positions of all 10 atoms, in Å:
S1 2.89813 -0.14271 0.19045
N1 -1.48720 -1.03444 0.34845
C1 -1.09247 0.14518 0.48462
C2 0.17775 0.63725 0.12651
C3 1.17467 -0.16128 -0.47067
H1 0.38241 1.65990 0.45210
H2 -2.48961 -1.01536 0.35843
H3 1.21205 0.25538 -1.55086
H4 -1.81704 0.93396 0.78362
H5 1.04130 -1.27789 -0.72265

Calculated values
- E_LUMO (spin up / spin down) (eV) = -1.01 / -1.99
- energy above the lowest of the compared OMol25 structures with the same formula, charge and spin (kJ/mol) = 302.0
- HOMO (spin up / spin down) (eV) = -9.44 / -8.58



Here is an isolated molecule of C3H5NS at a distorted geometry from the OMol25 dataset. Energies are from ωB97M-V/def2-TZVPD.

Positions of all 10 atoms, in Å:
S1 -2.46339 0.95119 -2.05812
N1 -0.39400 0.52176 -0.32717
C1 0.41814 -0.45644 0.56947
C2 1.70237 -0.26390 0.84576
C3 -1.56287 0.26959 -0.83578
H1 2.37506 0.66992 0.66318
H2 -0.16254 -1.34385 0.90917
H3 -2.24438 -0.55566 -0.41298
H4 0.21688 1.00375 -0.95954
H5 2.11474 -0.79636 1.60601

Calculated values
- E_LUMO (eV) = 0.59
- structure (SMILES) = C=CNC=S
- energy above the lowest of the compared OMol25 structures with the same formula, charge and spin (kJ/mol) = 137.2
- HOMO (eV) = -8.28



Here is a structure of composition C3H5NS2 at a distorted geometry from the OMol25 dataset. Energies are from ωB97M-V/def2-TZVPD.

Positions of all 11 atoms, in Å:
S1 2.68115 0.05083 0.41465
S2 0.66510 1.30364 -1.60370
N1 -0.43646 -1.23007 0.77632
C1 -0.08779 0.12511 0.39620
C2 1.27622 0.38167 -0.22063
C3 -0.85585 0.72035 -0.80530
H1 -0.27484 0.64763 1.33218
H2 -0.19146 -1.90186 0.01545
H3 0.15980 -1.51250 1.55016
H4 -1.37143 -0.08510 -1.33235
H5 -1.56446 1.50030 -0.52299

Calculated values
- E_LUMO (eV) = -0.22
- energy above the lowest of the compared OMol25 structures with the same formula, charge and spin (kJ/mol) = 93.8
- HOMO (eV) = -8.76



Here is a structure of composition C3H5NS2 at a distorted geometry from the OMol25 dataset. Energies are from ωB97M-V/def2-TZVPD.

Positions of all 11 atoms, in Å:
S1 -3.32070 -2.41618 0.14206
S2 0.66461 0.75388 1.03026
N1 -0.10905 -0.25567 -0.20377
C1 2.24085 1.33172 0.21566
C2 -1.35560 -0.61636 0.12304
C3 -2.06013 -1.49722 -0.76335
H1 1.89733 1.42592 -1.01247
H2 -1.72358 -1.80305 -1.79331
H3 -1.95379 -0.16103 1.01514
H4 3.49289 0.77276 0.32780
H5 2.22717 2.46523 0.91893

Calculated values
- E_LUMO (eV) = -1.68
- energy above the lowest of the compared OMol25 structures with the same formula, charge and spin (kJ/mol) = 486.2
- HOMO (eV) = -8.60



Here is an isolated molecule of C3H5NS3 at a distorted geometry from the OMol25 dataset. Energies are from ωB97M-V/def2-TZVPD.

Positions of all 12 atoms, in Å:
S1 -0.02679 2.17106 -1.99035
S2 -1.69484 -1.56884 -0.61942
S3 1.73713 -0.32335 1.78535
N1 -0.65454 -0.61895 0.38434
C1 0.41384 -1.11453 1.20675
C2 -0.42296 0.83407 0.16001
C3 0.42794 1.06616 -0.93848
H1 1.35890 0.63625 -0.91452
H2 -0.62924 -1.66313 -1.51536
H3 0.68996 -2.19011 1.03661
H4 0.11638 1.17472 1.13309
H5 -1.31580 1.59665 0.27199

Calculated values
- E_LUMO (eV) = -0.59
- structure (SMILES) = S=CCN(S)C=S
- energy above the lowest of the compared OMol25 structures with the same formula, charge and spin (kJ/mol) = 266.7
- HOMO (eV) = -8.73



Here is an isolated molecule of C3H5NSSi at a distorted geometry from the OMol25 dataset. Energies are from ωB97M-V/def2-TZVPD.

Positions of all 11 atoms, in Å:
S1 -1.23875 1.02086 -0.82178
Si1 1.37831 1.03320 1.32720
N1 0.13957 -0.92491 -0.10397
C1 0.09825 0.37873 0.01417
C2 -0.77371 -1.41961 -0.94374
C3 -1.64320 -0.48453 -1.48260
H1 -2.60827 -0.56240 -2.05541
H2 1.43500 0.28063 2.55913
H3 1.31066 2.57716 1.62438
H4 -0.82391 -2.51463 -0.88536
H5 2.72604 0.61549 0.76797

Calculated values
- E_LUMO (eV) = 0.68
- structure (SMILES) = [SiH3]c1nccs1
- energy above the lowest of the compared OMol25 structures with the same formula, charge and spin (kJ/mol) = 0.0
- HOMO (eV) = -9.43



Here is a structure of composition C3H5NaO3 at a distorted geometry from the OMol25 dataset. Energies are from ωB97M-V/def2-TZVPD.

Positions of all 12 atoms, in Å:
Na1 3.53260 1.15921 0.69878
O1 -0.97856 0.35878 -0.41344
O2 1.71144 -0.08666 0.60836
O3 -2.55011 1.70040 -0.06378
C1 -0.33648 -0.84738 -0.30230
C2 -2.09706 0.52325 0.27669
C3 1.12721 -0.79721 -0.50262
H1 -3.36273 1.87006 0.42934
H2 1.39924 -0.28136 -1.43535
H3 -0.94700 -1.73119 -0.11864
H4 0.95505 -0.05742 1.28750
H5 1.54638 -1.81048 -0.46454

Calculated values
- total charge = +1
- E_LUMO (spin up / spin down) (eV) = -4.61 / -4.75
- spin multiplicity = 2
- energy above the lowest of the compared OMol25 structures with the same formula, charge and spin (kJ/mol) = 224.9
- ⟨S²⟩ = 0.754
- HOMO (spin up / spin down) (eV) = -11.85 / -12.41



Here is a structure of composition C3H5NdO3 at a distorted geometry from the OMol25 dataset. Energies are from ωB97M-V/def2-TZVPD.

Positions of all 12 atoms, in Å:
Nd1 2.25020 -0.88201 -2.58871
O1 -0.97980 -0.50287 -0.75017
O2 0.54238 -1.98892 -1.12231
O3 0.90282 -0.20294 0.38996
C1 -0.04291 -1.33953 -0.24545
C2 -0.04131 0.66240 1.06056
C3 -1.30329 0.53329 0.19827
H1 -2.16770 0.19694 0.77997
H2 -1.57089 1.45060 -0.33407
H3 0.30555 1.68767 1.20985
H4 2.27368 0.19421 -0.63953
H5 -0.16872 0.19113 2.04165

Calculated values
- total charge = +2
- E_LUMO (spin up / spin down) (eV) = -11.25 / -10.38
- spin multiplicity = 4
- energy above the lowest of the compared OMol25 structures with the same formula, charge and spin (kJ/mol) = 459.4
- ⟨S²⟩ = 3.797
- HOMO (spin up / spin down) (eV) = -17.37 / -17.23



Here is a cluster of 2 separate species, C3H5O2 in total at a distorted geometry from the OMol25 dataset. Energies are from ωB97M-V/def2-TZVPD.

Positions of all 10 atoms, in Å:
O1 1.86335 1.59622 1.16894
O2 1.55035 2.49173 -0.90783
C1 1.52150 1.87781 0.09874
C2 -0.56250 -1.26647 0.38298
C3 -0.58464 0.04904 -0.38903
H1 -1.19698 -2.07100 -0.05820
H2 -0.15243 -0.03008 -1.38259
H3 -1.61402 0.33114 -0.63396
H4 -1.14174 -1.10457 1.23660
H5 0.31713 -1.87381 0.48436

Calculated values
- total charge = -1
- E_LUMO (eV) = 4.17
- energy above the lowest of the compared OMol25 structures with the same formula, charge and spin (kJ/mol) = 268.5
- HOMO (eV) = -1.33



Here is a cluster of 2 separate species, C3H5O2S in total at a distorted geometry from the OMol25 dataset. Energies are from ωB97M-V/def2-TZVPD.

Positions of all 11 atoms, in Å:
S1 -1.34496 0.72631 2.28725
O1 -0.60659 1.31375 3.37478
O2 -2.32375 -0.29931 2.77702
C1 -0.17862 -0.46478 -0.70396
C2 0.65468 -0.65715 -2.01293
C3 1.25294 -0.01878 -0.81843
H1 2.13537 -0.47001 -0.28779
H2 0.56765 -0.15900 -3.00052
H3 -0.88667 0.37229 -0.67696
H4 1.20274 1.09063 -0.80258
H5 -0.47281 -1.43395 -0.13590

Calculated values
- total charge = -1
- E_LUMO (spin up / spin down) (eV) = 3.76 / 2.63
- energy above the lowest of the compared OMol25 structures with the same formula, charge and spin (kJ/mol) = 465.4
- HOMO (spin up / spin down) (eV) = -4.54 / -1.16



Question: Which of these has the lowest energy above the lowest of the compared OMol25 structures with the same formula, charge and spin?
Answer: C3H5NSSi



Repeat the sixth record exactly.
Here is an isolated molecule of C3H5NSSi at a distorted geometry from the OMol25 dataset. Energies are from ωB97M-V/def2-TZVPD.

Positions of all 11 atoms, in Å:
S1 -1.23875 1.02086 -0.82178
Si1 1.37831 1.03320 1.32720
N1 0.13957 -0.92491 -0.10397
C1 0.09825 0.37873 0.01417
C2 -0.77371 -1.41961 -0.94374
C3 -1.64320 -0.48453 -1.48260
H1 -2.60827 -0.56240 -2.05541
H2 1.43500 0.28063 2.55913
H3 1.31066 2.57716 1.62438
H4 -0.82391 -2.51463 -0.88536
H5 2.72604 0.61549 0.76797

Calculated values
- E_LUMO (eV) = 0.68
- structure (SMILES) = [SiH3]c1nccs1
- energy above the lowest of the compared OMol25 structures with the same formula, charge and spin (kJ/mol) = 0.0
- HOMO (eV) = -9.43